No. 1
# C6H14S2

A gas-phase ion, C6H14S2 (charge -1) (ωB97M-V/def2-TZVPD, the OMol25 dataset).

Computed properties:
- highest occupied orbital energy (alpha / beta) (Ha) = -0.02815 / -0.11676
- multiplicity = 2
- expectation value of S² = 0.75
- charge = -1
- gap between HOMO and LUMO (alpha / beta) (eV) = 4.517 / 6.896
- relative energy (zero: lowest compared OMol25 entry of this formula, charge and spin) (kcal/mol) = 0.0

Cartesian coordinates (Å):
C 0.00 0.38 -2.32
C -1.19 -0.22 -3.06
C 1.02 -0.67 -1.90
S 0.65 -1.56 -0.32
S 0.77 -0.64 1.79
C -0.72 0.38 2.03
C -0.56 1.91 2.01
C -1.03 2.61 0.74
H -0.40 0.97 -1.50
H 0.44 1.11 -2.97
H -1.31 -1.29 -2.82
H -1.02 -0.33 -4.13
H -2.14 0.29 -2.92
H 2.00 -0.26 -1.87
H 0.98 -1.43 -2.69
H -1.00 0.08 3.02
H -1.49 0.15 1.28
H -1.06 2.33 2.87
H 0.50 2.15 2.24
H -1.55 1.91 0.07
H -0.20 3.03 0.15
H -1.75 3.42 0.92


No. 2
# C17H24BF24N4O3

4 unconnected molecules or ions with the total composition C17H24BF24N4O3 (ωB97M-V/def2-TZVPD, the OMol25 dataset).

Computed properties:
- highest occupied orbital energy (Ha) = -0.11070
- charge = -1
- gap between HOMO and LUMO (eV) = 4.705

Cartesian coordinates (Å):
N -5.27 2.17 4.79
B -4.10 1.80 5.68
C -2.99 3.00 5.89
C -2.22 3.49 4.53
N -1.72 2.35 3.65
N -3.02 4.54 3.73
N -0.95 4.24 4.99
H -5.02 2.85 4.04
H -6.09 2.48 5.37
H -3.55 0.78 5.36
H -4.56 1.57 6.76
H -2.14 2.54 6.60
H -3.40 3.94 6.48
H -0.91 1.87 4.15
H -1.30 2.70 2.76
H -2.41 4.82 2.93
H -3.19 5.33 4.39
H -0.11 3.86 4.50
H -0.86 4.21 6.03
C 2.00 0.33 1.91
C 1.24 1.61 1.51
C 0.13 1.40 0.49
F 0.59 0.92 -0.68
F -0.49 2.58 0.20
F 2.13 2.55 1.09
F 0.68 2.11 2.66
O 3.24 0.11 1.24
C 3.15 -0.53 -0.03
C 3.63 0.36 -1.18
F 2.91 1.51 -1.26
F 3.49 -0.26 -2.38
F 1.89 -0.99 -0.21
F 3.94 -1.63 0.05
H 2.28 0.45 2.96
H 1.36 -0.56 1.89
H -0.64 0.71 0.87
H 4.68 0.63 -1.06
C 3.89 -5.79 -0.47
C 3.79 -5.07 -1.83
C 2.40 -4.55 -2.18
F 1.49 -5.54 -2.27
F 2.41 -3.94 -3.40
F 4.27 -5.89 -2.80
F 4.65 -4.00 -1.78
O 3.84 -7.22 -0.51
C 2.53 -7.78 -0.54
C 2.24 -8.56 -1.83
F 2.35 -7.76 -2.92
F 0.97 -9.04 -1.83
F 1.62 -6.81 -0.29
F 2.47 -8.63 0.53
H 4.89 -5.57 -0.08
H 3.20 -5.37 0.27
H 2.05 -3.82 -1.45
H 2.93 -9.39 -1.95
C -0.91 3.08 -3.25
C -1.01 3.80 -4.61
C -2.40 4.32 -4.96
F -3.31 3.32 -5.05
F -2.39 4.93 -6.17
F -0.52 2.98 -5.58
F -0.15 4.87 -4.56
O -0.96 1.65 -3.29
C -2.27 1.09 -3.32
C -2.56 0.31 -4.61
F -2.45 1.11 -5.70
F -3.83 -0.18 -4.61
F -3.18 2.06 -3.07
F -2.33 0.24 -2.25
H 0.09 3.30 -2.86
H -1.60 3.49 -2.51
H -2.75 5.04 -4.22
H -1.87 -0.52 -4.73


No. 3
# C28H27N5O2Pd

A molecular structure, C28H27N5O2Pd (ωB97M-V/def2-TZVPD, the OMol25 dataset).

Computed properties:
- highest occupied orbital energy (Ha) = -0.28819
- charge = 0
- gap between HOMO and LUMO (eV) = 6.121
- relative energy (zero: lowest compared OMol25 entry of this formula, charge and spin) (kcal/mol) = 50.7

Cartesian coordinates (Å):
Pd -0.07 0.44 0.13
C -2.08 -0.58 -2.27
C -3.07 -0.75 -1.15
C -3.98 -1.79 -1.15
C -4.93 -1.90 -0.15
C -4.99 -0.96 0.86
C -4.10 0.10 0.90
C -4.20 1.15 1.95
C -3.12 0.21 -0.11
N -2.20 1.22 -0.13
C -2.45 2.52 -0.21
O -3.56 3.03 -0.35
C -1.20 3.35 -0.20
C -1.22 4.73 -0.40
C -0.01 5.42 -0.41
C 1.16 4.72 -0.21
C 1.10 3.35 0.00
N -0.06 2.70 0.00
C 2.33 2.53 0.23
O 3.43 3.04 0.42
N 2.07 1.23 0.21
C 3.01 0.22 0.31
C 2.95 -0.64 1.43
C 1.94 -0.37 2.51
C 3.87 -1.67 1.52
C 4.82 -1.86 0.53
C 4.87 -1.01 -0.57
C 3.98 0.04 -0.69
C 4.08 1.03 -1.80
H -1.86 -1.52 -2.76
H -1.14 -0.13 -1.89
H -2.48 0.11 -3.02
H -3.96 -2.51 -1.96
H -5.65 -2.71 -0.17
H -5.75 -1.04 1.63
H -4.89 0.86 2.74
H -4.56 2.08 1.50
H -3.22 1.37 2.39
H -2.16 5.22 -0.55
H 0.00 6.49 -0.56
H 2.13 5.20 -0.21
H 2.25 0.51 3.08
H 1.86 -1.21 3.19
H 0.94 -0.14 2.07
H 3.86 -2.30 2.39
H 5.54 -2.66 0.62
H 5.63 -1.15 -1.32
H 4.73 0.67 -2.60
H 4.48 1.96 -1.40
H 3.09 1.26 -2.21
N 1.20 -1.62 -1.66
C 0.62 -2.44 -0.74
C 0.71 -3.84 -0.80
C 0.01 -4.59 0.12
C -0.75 -3.94 1.09
C -0.78 -2.56 1.09
N -0.12 -1.83 0.19
H 2.00 -1.96 -2.18
H 1.18 -0.62 -1.44
H 1.32 -4.30 -1.56
H 0.04 -5.66 0.07
H -1.29 -4.50 1.84
H -1.37 -2.01 1.81


No. 4
# C2H3N3OS

C2H3N3OS in the gas phase (ωB97M-V/def2-TZVPD, the OMol25 dataset).

Computed properties:
- highest occupied orbital energy (Ha) = -0.32141
- charge = 0
- SMILES = Nn1cnc(=S)o1
- gap between HOMO and LUMO (eV) = 8.329
- relative energy (zero: lowest compared OMol25 entry of this formula, charge and spin) (kcal/mol) = 85.5

Cartesian coordinates (Å):
C -0.19 1.04 -0.11
C 1.79 -0.04 -0.16
H -1.61 -0.67 1.17
H -2.38 -0.63 -0.30
H -0.96 1.92 -0.16
N -1.46 -1.15 0.12
N -0.41 -0.25 -0.35
N 1.13 1.21 0.06
O 0.78 -0.97 -0.27
S 3.32 -0.47 0.00


No. 5
# C6H8N2O2S2

C6H8N2O2S2 in the gas phase (ωB97M-V/def2-TZVPD, the OMol25 dataset).

Computed properties:
- highest occupied orbital energy (Ha) = -0.32182
- charge = 0
- SMILES = C=[S@@H](=O)Nc1scnc1C(C)=O
- gap between HOMO and LUMO (eV) = 8.563
- relative energy (zero: lowest compared OMol25 entry of this formula, charge and spin) (kcal/mol) = 124.9

Cartesian coordinates (Å):
C -0.99 -0.60 2.61
C 0.40 0.15 1.04
C -0.54 -0.43 0.22
C -1.62 0.85 -3.03
C 1.73 0.53 0.59
C 2.71 0.69 1.72
N 0.08 0.03 2.36
N -0.41 -0.81 -1.07
O 1.94 0.51 -0.59
O -1.53 -1.58 -3.30
S -1.84 -1.09 1.19
S -1.71 -0.60 -2.26
H -1.42 -0.70 3.54
H -1.96 0.66 -4.05
H -1.71 1.71 -2.37
H 3.12 1.73 1.74
H 3.51 -0.02 1.54
H 2.26 0.49 2.71
H 0.54 -0.32 -1.43
H -2.55 -1.20 -1.17


No. 6
# C27H43CsO5Te

A molecular structure, C27H43CsO5Te (ωB97M-V/def2-TZVPD, the OMol25 dataset).

Computed properties:
- highest occupied orbital energy (Ha) = -0.04298
- charge = -2
- gap between HOMO and LUMO (eV) = 5.146
- relative energy (zero: lowest compared OMol25 entry of this formula, charge and spin) (kcal/mol) = 22.2

Cartesian coordinates (Å):
Cs 0.15 0.61 0.79
O 1.35 4.80 1.59
C 1.56 3.61 1.36
O 0.84 2.86 0.66
C 2.88 3.01 1.89
C 3.57 2.14 0.83
C 5.02 1.87 1.32
C 4.78 0.75 2.35
C 3.23 0.70 2.34
O 2.95 0.88 0.96
C 2.69 1.97 3.01
C 1.22 1.81 3.52
O 0.84 2.67 4.32
O 0.60 0.80 3.13
H 3.50 3.85 2.21
H 3.49 2.52 -0.19
H 5.67 1.54 0.50
H 5.46 2.77 1.76
H 5.18 -0.20 2.00
H 5.18 0.98 3.33
H 2.79 -0.22 2.72
H 3.28 2.24 3.89
C -0.09 -0.96 -2.04
C -1.41 -1.06 -1.58
C -1.44 -2.11 -0.62
C -0.12 -2.59 -0.51
C 0.71 -1.90 -1.38
C 2.16 -2.22 -1.66
C 2.95 -2.39 -0.36
C 2.84 -1.12 -2.48
C 2.24 -3.54 -2.46
C -2.55 -2.74 0.23
C -2.05 -4.02 0.92
C -3.76 -3.18 -0.61
C -3.00 -1.80 1.36
C -2.49 -0.20 -2.25
C -3.14 -1.01 -3.39
C -3.57 0.34 -1.32
C -1.86 1.06 -2.90
H 0.26 -0.30 -2.81
H 0.21 -3.40 0.12
H 2.94 -1.47 0.20
H 3.99 -2.67 -0.57
H 2.51 -3.18 0.26
H 2.77 -0.17 -1.96
H 2.36 -1.02 -3.45
H 3.90 -1.36 -2.65
H 1.77 -4.34 -1.89
H 3.27 -3.83 -2.67
H 1.71 -3.44 -3.40
H -1.68 -4.74 0.19
H -2.87 -4.50 1.46
H -1.27 -3.80 1.63
H -3.43 -3.85 -1.40
H -4.27 -2.34 -1.07
H -4.49 -3.72 0.00
H -2.14 -1.56 1.98
H -3.76 -2.28 1.98
H -3.40 -0.87 0.97
H -3.62 -1.90 -3.01
H -2.38 -1.32 -4.10
H -3.89 -0.41 -3.93
H -4.17 -0.45 -0.88
H -4.26 0.98 -1.88
H -3.12 0.94 -0.53
H -1.21 0.80 -3.72
H -1.29 1.62 -2.16
H -2.65 1.70 -3.29
C -3.60 4.63 0.37
Te -1.47 4.00 0.48
C -1.61 3.88 2.60
H -3.82 5.46 1.04
H -4.27 3.82 0.62
H -3.83 4.96 -0.64
H -2.04 2.94 2.93
H -2.22 4.71 2.96
H -0.61 3.96 2.99


No. 7
# C6H11N2S

A gas-phase ion, C6H11N2S (charge +1) (ωB97M-V/def2-TZVPD, the OMol25 dataset).

Computed properties:
- highest occupied orbital energy (Ha) = -0.48703
- charge = +1
- gap between HOMO and LUMO (eV) = 9.205
- relative energy (zero: lowest compared OMol25 entry of this formula, charge and spin) (kcal/mol) = 68.7

Cartesian coordinates (Å):
C -0.20 1.55 -2.28
C -0.40 0.84 -1.14
C 0.38 0.76 -3.23
C -1.30 -0.62 1.90
C 1.11 0.21 1.81
C 0.31 -1.39 0.22
N 0.01 -0.47 -1.26
N 0.07 -0.60 1.28
S 0.59 -0.79 -2.75
H -0.65 2.56 -2.44
H -0.99 1.26 -0.26
H 0.64 1.17 -4.19
H -1.80 0.38 1.96
H -1.75 -1.35 1.29
H -1.29 -1.00 2.97
H 2.03 0.28 1.31
H 0.65 1.26 1.91
H 1.37 -0.16 2.93
H -0.22 -2.22 -0.13
H 1.42 -1.69 0.10


No. 8
# C17H17N3O

C17H17N3O in the gas phase (ωB97M-V/def2-TZVPD, the OMol25 dataset).

Computed properties:
- highest occupied orbital energy (Ha) = -0.30624
- charge = 0
- SMILES = CCCc1c(-c2ccccc2)nn(-c2ccccn2)c1O
- gap between HOMO and LUMO (eV) = 8.801
- relative energy (zero: lowest compared OMol25 entry of this formula, charge and spin) (kcal/mol) = 45.9

Cartesian coordinates (Å):
N 0.63 -1.21 0.54
N 4.10 -0.06 -0.07
O 2.21 1.85 -0.39
C -0.40 -0.41 0.50
C 1.38 0.81 -0.08
C 0.02 0.91 0.05
C 5.36 -0.49 -0.15
C 3.10 -0.96 0.22
C 5.65 -1.84 0.02
C 3.34 -2.33 0.32
C 4.65 -2.79 0.23
C -4.47 -1.38 0.95
C -3.65 -2.12 0.07
C -3.90 -0.37 1.72
C -2.32 -1.81 -0.03
C -2.57 -0.11 1.63
C -1.76 -0.76 0.70
N 1.75 -0.51 0.24
C -2.44 3.36 -1.75
C -0.79 2.22 -0.17
C -1.94 2.01 -1.18
H 3.14 1.51 -0.37
H 6.11 0.26 -0.35
H 6.66 -2.16 0.00
H 2.59 -3.04 0.50
H 4.81 -3.84 0.43
H -5.52 -1.69 1.07
H -4.01 -2.99 -0.51
H -4.49 0.13 2.45
H -1.69 -2.42 -0.70
H -2.13 0.66 2.28
H -2.94 3.91 -0.95
H -3.19 3.23 -2.54
H -1.61 3.96 -2.12
H -0.10 2.98 -0.56
H -1.14 2.61 0.80
H -1.61 1.36 -2.03
H -2.81 1.52 -0.77


No. 9
# F8InNO4PS2

A molecular structure, F8InNO4PS2 (ωB97M-V/def2-TZVPD, the OMol25 dataset).

Computed properties:
- highest occupied orbital energy (alpha / beta) (Ha) = -0.72463 / -0.72462
- multiplicity = 2
- expectation value of S² = 1.77
- charge = +2
- gap between HOMO and LUMO (alpha / beta) (eV) = 4.615 / 5.163

Cartesian coordinates (Å):
In -29.17 -23.40 -12.27
P -26.35 -25.54 -10.18
F -27.98 -25.49 -10.49
F -26.27 -26.78 -11.26
F -26.31 -24.44 -11.35
F -24.74 -25.63 -9.85
F -26.45 -24.41 -8.96
F -26.61 -26.68 -9.00
N -28.00 -24.22 -14.68
S -27.29 -25.47 -15.29
O -25.95 -25.26 -15.83
O -27.97 -26.70 -15.75
F -26.91 -25.83 -13.79
S -28.57 -23.73 -16.23
O -29.54 -24.52 -16.91
O -27.60 -23.05 -17.07
F -29.56 -22.59 -15.77


No. 10
# C25H18BCl3F9IN4O3STeTi

A molecular structure, C25H18BCl3F9IN4O3STeTi (ωB97M-V/def2-TZVPD, the OMol25 dataset).

Computed properties:
- highest occupied orbital energy (alpha / beta) (Ha) = -0.21242 / -0.21834
- multiplicity = 2
- expectation value of S² = 0.75
- charge = -1
- gap between HOMO and LUMO (alpha / beta) (eV) = 7.474 / 7.563
- relative energy (zero: lowest compared OMol25 entry of this formula, charge and spin) (kcal/mol) = 92.1

Cartesian coordinates (Å):
Ti -0.64 -0.04 -0.33
C -1.63 2.77 -3.68
C -0.59 1.75 -3.99
N -0.26 1.51 -5.24
C 0.66 0.57 -5.51
C 1.34 -0.13 -4.55
C 2.40 -1.13 -4.94
O 3.70 -0.54 -5.03
C 1.02 0.12 -3.20
C 1.81 -0.44 -2.12
N 1.51 -0.43 -0.87
C 2.58 -0.84 -0.01
C 3.13 -2.11 -0.12
C 4.16 -2.51 0.71
C 4.65 -1.64 1.68
C 4.12 -0.36 1.77
C 3.10 0.05 0.93
I 2.44 2.02 1.02
C 0.00 1.03 -2.91
O -0.42 1.26 -1.69
H -2.08 3.12 -4.60
H -1.19 3.62 -3.15
H -2.39 2.36 -3.01
H 0.86 0.39 -6.56
H 2.17 -1.53 -5.93
H 2.41 -1.97 -4.24
H 3.76 0.18 -4.40
H 2.80 -0.82 -2.40
H 2.73 -2.79 -0.86
H 4.57 -3.51 0.62
H 5.44 -1.95 2.35
H 4.51 0.34 2.50
S -1.38 -3.45 -3.58
C -2.23 -2.01 -3.93
C -2.08 -1.10 -2.94
C -1.25 -1.51 -1.84
C -0.82 -2.80 -2.07
C -0.03 -3.66 -1.18
C 0.63 -4.80 -1.66
C 1.30 -5.61 -0.76
C 1.32 -5.26 0.58
C 0.68 -4.09 0.95
N 0.01 -3.31 0.11
H -2.80 -1.92 -4.84
H -2.57 -0.13 -2.98
H 0.61 -5.04 -2.71
H 1.81 -6.50 -1.11
H 1.83 -5.86 1.32
H 0.71 -3.76 1.98
F -4.71 -0.93 -0.20
Te -3.86 0.54 0.58
F -5.54 1.32 0.43
F -3.45 1.02 -1.20
F -4.46 -0.03 2.24
F -3.35 2.28 0.93
O -2.28 -0.35 0.77
F -2.15 1.73 3.01
B -0.85 2.12 2.71
F -0.55 1.70 1.35
F 0.05 1.46 3.57
F -0.69 3.49 2.77
Cl -0.34 -3.47 4.34
C -0.47 -1.69 4.26
Cl -2.11 -1.20 4.62
Cl 0.69 -0.97 5.40
C -0.10 -1.26 2.90
N 0.21 -0.91 1.86


No. 11
# C2H3N3O2

C2H3N3O2 in the gas phase (ωB97M-V/def2-TZVPD, the OMol25 dataset).

Computed properties:
- highest occupied orbital energy (Ha) = -0.40637
- charge = 0
- SMILES = N#C[C@@H](N)[N+](=O)[O-]
- gap between HOMO and LUMO (eV) = 10.526
- relative energy (zero: lowest compared OMol25 entry of this formula, charge and spin) (kcal/mol) = 107.3

Cartesian coordinates (Å):
C -0.88 1.73 0.84
C -0.06 0.81 0.00
N -1.71 2.32 1.37
N -0.25 -0.52 0.18
N -0.28 1.23 -1.45
O -0.50 0.27 -2.18
O -0.18 2.41 -1.79
H 1.08 1.28 0.25
H -1.26 -0.65 0.14
H 0.30 -1.07 -0.48


Max |F| / eV Å⁻¹: 2.0 2.2 4.4 6.7 4.5 5.0 5.0 3.9 9.8 1.0 5.8
Calculated total energy / eV: -28118.977 -96016.147 -44500.767 -19471.380 -35092.745 -46776.413 -20207.175 -24422.215 -67524.477 -150376.796 -10683.803